Record 1
DFT (ωB97M-V/def2-TZVPD) results for 3 unconnected molecules or ions with the total composition C12H30IN2O4.

## Properties
Energy = -32198.217 eV
2S+1 = 1
ΔE to the lowest compared entry with this formula, charge and spin = 73.90 kcal/mol
HOMO energy = -3.5977 eV
Net charge = -1
Orbital gap = 6.39 eV

Last column: natural (NBO) charge in e.
Geometry (Å):
I 2.88164 -12.24003 -41.64509  -0.953
O 2.09812 -8.15351 -43.38537  -0.520
O -3.14270 -10.71554 -42.72929  -0.523
O -0.18203 -11.30254 -47.81247  -0.547
O -0.41728 -11.83929 -38.41644  -0.543
N 0.79276 -10.38416 -45.00255  -0.603
N -0.79262 -12.21854 -41.66877  -0.647
C 2.20573 -10.22799 -44.93249  -0.248
C -1.38008 -12.86312 -40.53313  -0.214
C -3.14244 -12.09364 -42.74292  -0.062
C 0.39747 -11.69226 -45.55510  -0.226
C -1.66839 -12.60781 -42.82142  -0.256
C 0.85112 -11.91878 -47.10374  -0.093
C -0.47364 -12.97949 -39.22708  -0.060
C -0.07425 -11.49842 -49.21682  -0.260
C 2.40532 -6.79603 -43.32745  -0.253
C 2.63971 -8.76311 -44.61390  -0.068
C -4.45693 -10.10102 -42.44431  -0.254
C 0.04522 -11.97589 -37.08717  -0.245
H -3.73327 -12.52916 -43.54874  0.152
H -4.94348 -10.50754 -41.55768  0.167
H 1.10819 -12.19691 -36.99053  0.173
H -1.64271 -13.90831 -40.69655  0.133
H 1.89172 -6.25142 -44.11974  0.150
H 0.19107 -12.43253 -41.58709  0.418
H -3.57926 -12.47849 -41.82142  0.148
H -1.09472 -13.57591 -38.55877  0.136
H 1.71119 -11.34043 -47.44124  0.157
H 3.71602 -8.87082 -44.47956  0.174
H -1.47242 -13.64882 -43.07833  0.174
H 0.52027 -9.56061 -45.51985  0.347
H -4.16280 -9.05469 -42.36193  0.199
H -1.23354 -12.21628 -43.74105  0.215
H 1.87817 -6.49785 -42.42119  0.190
H 0.96903 -12.99553 -47.22542  0.162
H 3.42934 -6.46081 -43.16280  0.159
H 0.80403 -12.52739 -44.98470  0.212
H -2.35070 -12.38517 -40.40059  0.168
H 0.91154 -11.05075 -49.34296  0.165
H 2.52164 -8.03917 -45.42017  0.145
H 2.69424 -10.44052 -45.88344  0.139
H -0.18994 -12.44157 -49.75085  0.167
H -0.67237 -11.89360 -45.60981  0.203
H -5.19857 -10.18065 -43.23911  0.158
H -0.81826 -10.91841 -49.76285  0.180
H 0.41614 -13.54680 -39.50012  0.195
H 2.61383 -10.91391 -44.19015  0.252
H 0.06125 -10.99994 -36.60201  0.183
H -0.60798 -12.68483 -36.57841  0.151

Record 2
DFT (ωB97M-V/def2-TZVPD) results for a molecular structure, C12H30KN2O4S.

## Properties
Energy = -51239.843 eV
2S+1 = 1
ΔE to the lowest compared entry with this formula, charge and spin = 537.37 kcal/mol
HOMO energy = -2.9561 eV
Net charge = -1
Orbital gap = 5.02 eV

Last column: Mulliken charge in e.
Geometry (Å):
K 0.01773 -0.55228 -0.74101  -0.079
S -0.20862 -2.33318 -2.31057  1.869
O -1.22590 -3.24803 -2.79014  -0.870
O 0.04562 -2.36905 -0.90183  -0.736
O 0.96352 -2.55286 -3.11533  -0.868
O -0.52549 -0.96826 -2.60835  -0.603
N -1.41884 0.19988 0.17677  1.033
N 1.82302 0.21156 0.31190  0.904
C -2.53562 0.32988 -0.78363  -0.795
C -1.73613 -0.62329 1.31854  -0.793
C -1.90832 -2.13154 0.76102  -1.483
C 3.03523 -0.65777 0.13748  -0.819
C 1.75049 0.56022 1.71722  -1.141
C 0.91134 -0.53134 2.46388  -1.993
C 1.91780 1.43647 -0.51870  -0.989
C -2.02544 0.00758 -2.19774  -0.847
C -1.01563 1.51877 0.67134  2.278
C -1.74769 2.39729 1.67306  -2.009
C 3.02100 -1.19576 -1.31310  -1.195
C 0.63354 2.33198 -0.47422  -0.826
H 2.73558 0.57333 2.18361  0.503
H 2.15090 -1.84191 -1.42933  0.250
H 3.01797 -0.45053 -2.10854  0.215
H 2.77269 1.94317 -0.07090  0.434
H -2.31430 -2.77034 1.54538  0.505
H 0.01911 1.42103 0.99978  -3.048
H 3.21577 -1.45200 0.86183  0.426
H -2.78927 0.30826 -2.91485  0.361
H -3.31865 -0.40815 -0.60962  0.585
H 0.60224 2.69080 0.55455  0.522
H -1.09421 0.48132 -2.50835  0.150
H 3.93075 -0.03643 0.12885  0.344
H -0.09992 -0.68811 2.08856  0.797
H -1.85978 1.77538 2.56119  0.409
H -0.94620 -2.58297 0.51889  0.438
H 2.23463 1.34906 -1.55797  0.506
H -2.68069 -0.24462 1.70906  0.461
H 1.28964 -1.55121 2.53346  0.488
H -0.91392 2.09893 -0.24582  0.768
H -1.92836 -1.07728 -2.23960  0.059
H 1.46375 1.57493 1.99335  0.472
H 3.88242 -1.82392 -1.54000  0.496
H -2.74584 2.50232 1.24789  0.353
H -0.85098 -0.56452 1.95191  0.491
H 0.87924 -0.30707 3.53008  0.461
H -2.98667 1.31044 -0.63141  0.448
H -0.27968 1.77827 -0.69228  -0.043
H -2.57386 -2.32946 -0.07921  0.370
H -1.35556 3.37306 1.95978  0.348
H 0.77144 3.11788 -1.21681  0.392

Record 3
DFT (ωB97M-V/def2-TZVPD) results for a molecular structure, C12H30N2P2SV.

## Properties
Energy = -70998.153 eV
2S+1 = 2
HOMO energy (spin up / spin down) = -14.3563 / -13.8408 eV
Net charge = +2
Orbital gap (spin up / spin down) = 7.86 / 7.56 eV

Last column: natural (NBO) charge in e.
Geometry (Å):
V -0.05632 -0.07645 0.18005  0.763
S -1.62927 1.69176 0.38040  0.308
P 0.14364 0.15739 -2.21462  0.860
P 2.35358 0.06726 -0.07150  0.856
N -1.70643 -1.39272 0.35192  -0.696
N -0.19112 -0.10253 2.33299  -0.685
C -1.70341 -1.97154 1.73643  -0.234
C 2.37126 -1.73518 0.30293  -0.932
C 1.81071 -0.40411 -2.75993  -0.714
C -2.98286 -0.73815 -0.07468  -0.228
C 0.17016 1.93789 -2.62890  -0.922
C 3.77604 0.72360 0.84170  -0.932
C 2.88385 0.16431 -1.83074  -0.701
C -1.38271 -0.90053 2.76513  -0.245
C -1.35712 2.12257 2.14771  -0.540
C -3.15996 0.67666 0.46300  -0.518
C -0.96082 -0.53649 -3.48494  -0.938
C -0.22906 1.31818 2.80502  -0.234
H 0.63867 -0.53235 2.73133  0.375
H 1.48235 -2.26004 -0.07198  0.230
H -0.62254 -0.22688 -4.47228  0.265
H 1.81972 -1.49582 -2.73624  0.238
H -1.20817 -1.36133 3.73527  0.244
H -0.96347 -1.62621 -3.44690  0.252
H 3.23029 -2.20248 -0.18056  0.282
H 1.98932 -0.10791 -3.79312  0.263
H 0.78313 2.49933 -1.92575  0.243
H 4.65693 0.13581 0.58760  0.263
H -2.30916 1.99899 2.65947  0.244
H 3.07224 1.21670 -2.05333  0.254
H -2.65464 -2.45314 1.95607  0.238
H -0.83966 2.34383 -2.58702  0.257
H 0.56608 2.08290 -3.63459  0.259
H -1.57099 -2.17116 -0.29143  0.412
H 3.94588 1.76180 0.55676  0.268
H 2.44564 -1.90494 1.37600  0.249
H -3.83311 -1.34994 0.22831  0.234
H -0.33265 1.36368 3.88846  0.237
H -3.91958 1.19254 -0.12007  0.273
H -1.98233 -0.18109 -3.34584  0.246
H -2.96692 -0.71560 -1.16045  0.222
H 3.83577 -0.35651 -1.94446  0.261
H 0.73334 1.75993 2.55548  0.229
H -1.11985 3.18284 2.18162  0.274
H -2.22026 -0.21901 2.88966  0.210
H -3.48988 0.68648 1.49892  0.236
H 3.62224 0.68505 1.91983  0.252
H -0.93854 -2.74739 1.75725  0.220

Record 4
DFT (ωB97M-V/def2-TZVPD) results for 9 unconnected molecules or ions with the total composition C12H30O17S.

## Properties
Energy = -58559.593 eV
2S+1 = 2
HOMO energy (spin up / spin down) = -13.1369 / -13.1369 eV
Net charge = +1
Orbital gap (spin up / spin down) = 9.65 / 2.53 eV

Last column: natural (NBO) charge in e.
Geometry (Å):
S -3.96905 2.40058 -4.36439  2.314
O 3.62820 3.21116 2.99301  -0.933
O 2.07199 -0.74988 -0.55844  -0.184
O 0.31709 -3.64919 5.78806  -0.447
O 0.84873 2.67483 5.51677  -0.947
O 1.91112 0.90119 0.99541  -0.424
O 2.33711 -4.18631 -6.08259  -0.542
O -5.14702 2.11463 -3.53104  -0.906
O -3.07198 2.47561 1.26062  -0.965
O 1.93284 -2.49986 4.77772  -0.471
O 0.28786 -0.43737 0.52242  -0.394
O 5.04081 -1.18386 -0.20985  -0.719
O 2.09449 -3.02274 6.95132  -0.548
O -2.80624 0.69874 3.50551  -0.955
O 0.90295 -2.81827 -4.91719  -0.497
O -3.92996 3.68812 -5.01046  -0.881
O -2.60936 2.20880 -3.46711  -0.715
O 3.05037 -2.64554 -4.58916  -0.456
C 1.46954 -3.01918 5.92258  0.944
C 2.40805 -1.80361 -3.66791  -0.105
C 0.99820 -1.61123 -4.16898  -0.088
C 1.42643 -0.11216 0.22552  0.969
C -2.26844 1.02073 -2.86045  -0.082
C -0.16875 -3.29603 4.56514  -0.102
C -1.24062 1.53174 -1.91382  -0.617
C -3.64665 1.07884 -5.63357  -0.869
C 1.09272 -2.94116 3.82093  -0.088
C 2.14529 -3.27738 -5.28604  0.962
C 0.77289 1.48283 1.64466  -0.117
C -0.24110 0.40375 1.55903  -0.124
H -1.05374 0.90381 1.03210  0.248
H -1.71605 2.27984 -1.27946  0.224
H -0.61535 -4.20494 4.16199  0.201
H 0.24763 -1.53866 -3.38192  0.188
H -3.09831 0.70163 -2.22990  0.202
H -0.29479 1.97829 -2.22056  0.220
H -0.93101 0.80955 -1.15838  0.170
H -3.53301 0.07840 -5.21607  0.238
H 5.10706 -1.68877 0.60065  0.489
H 0.86279 -0.75219 -4.82611  0.187
H -2.82081 1.41105 2.86627  0.476
H 0.45631 2.44795 1.24918  0.225
H 2.82760 -0.79760 -3.67030  0.200
H -0.93397 -2.51983 4.55787  0.182
H -2.01076 0.23884 -3.57484  0.182
H -2.70004 3.29243 0.92790  0.487
H -4.57164 1.00058 -6.20486  0.263
H -0.43206 -0.11326 2.49942  0.261
H -3.42317 0.05356 3.16001  0.472
H -3.80570 2.75212 1.80965  0.493
H 2.34421 -2.13437 -2.63127  0.174
H 4.57242 -1.76001 -0.81391  0.484
H 0.43819 3.25457 6.15833  0.482
H 1.38492 -3.81965 3.24563  0.181
H 3.83828 3.13947 3.92411  0.476
H 3.55658 2.30512 2.69269  0.460
H 0.95690 -2.13729 3.09743  0.151
H 1.07219 1.58655 2.68762  0.248
H 1.47927 3.23117 5.05945  0.466
H -2.84129 1.36375 -6.31057  0.257

no.,molar mass (g mol⁻¹)
1,393.29
2,337.55
3,347.35
4,478.42